(1)
# C20H25ClN11O3PdS2

C20H25ClN11O3PdS2 as an isolated structure at a distorted geometry (ωB97M-V/def2-TZVPD, the Open Molecules 2025 dataset).

The geometry in XYZ format:
```
63
Properties=species:S:1:pos:R:3
Pd 9.849 10.743 10.205
N 9.683 14.998 11.431
C 10.532 14.011 11.113
N 9.902 13.122 10.374
C 8.628 13.620 10.264
N 8.489 14.762 10.901
C 7.594 12.899 9.539
C 6.310 13.418 9.295
N 5.409 12.681 8.699
C 5.685 11.457 8.325
C 6.968 10.930 8.539
N 7.889 11.660 9.134
H 9.849 15.842 11.963
H 11.563 13.951 11.404
H 6.033 14.419 9.592
H 4.901 10.878 7.857
H 7.209 9.915 8.247
C 13.782 6.974 11.619
C 12.489 6.890 10.926
N 11.979 5.851 10.343
N 10.798 6.216 9.838
C 10.535 7.508 10.083
S 9.188 8.412 9.615
N 11.613 7.958 10.795
N 11.747 9.262 11.244
H 14.375 6.095 11.380
H 13.637 6.995 12.700
H 14.325 7.874 11.332
H 10.224 5.535 9.351
H 11.661 9.332 12.262
H 12.643 9.652 10.948
C 11.834 14.445 6.842
N 11.448 13.209 7.501
C 12.240 12.156 7.623
N 13.442 12.126 7.071
S 11.752 10.771 8.519
H 11.007 15.147 6.892
H 12.074 14.282 5.789
H 12.700 14.881 7.344
H 10.521 13.134 7.897
H 13.769 12.851 6.451
H 14.016 11.303 7.163
C 9.823 13.646 16.427
C 8.434 13.884 15.963
C 7.737 15.018 16.320
C 6.421 15.219 15.888
Cl 5.562 16.606 16.340
C 5.802 14.256 15.058
C 6.472 13.117 14.693
C 7.788 12.891 15.149
O 8.530 11.825 14.895
C 8.114 10.725 14.131
C 8.665 10.826 12.670
O 7.871 10.723 11.731
O 9.893 11.008 12.536
H 10.334 14.585 16.619
H 10.378 13.041 15.713
H 9.799 13.088 17.367
H 8.202 15.762 16.950
H 4.792 14.419 14.717
H 5.982 12.399 14.050
H 7.032 10.594 14.098
H 8.584 9.851 14.596
```

Computed properties:
Multiplicity: 5
Expectation value of S²: 6.044
Charge: +3
Lowest unoccupied orbital energy (spin up / spin down), hartree: -0.2797 / -0.4404
HOMO energy (spin up / spin down), eV: -16.50 / -16.60
Largest force on an atom, eV/Å: 1.54

(2)
# C29H49BCaClF8MgN6O19S5

C29H49BCaClF8MgN6O19S5 as an isolated structure at a distorted geometry (ωB97M-V/def2-TZVPD, the Open Molecules 2025 dataset).

The geometry in XYZ format:
```
120
Properties=species:S:1:pos:R:3
C 2.816 -4.485 2.224
C 3.082 -3.323 1.664
C 3.455 -1.876 1.084
N 4.735 -1.897 0.252
C 4.983 -0.425 0.014
N 5.943 0.158 0.741
N 4.122 0.232 -0.971
C 2.682 -0.165 -0.892
C 2.258 -1.110 0.333
C 1.090 -2.111 -0.238
C -0.170 -2.225 0.799
C -1.016 -3.576 0.447
C -2.076 -3.380 -0.753
C -3.355 -2.449 -0.324
C -4.364 -3.245 0.657
C -5.417 -2.292 1.452
S -5.624 -0.606 0.711
C -7.352 -0.281 0.173
N -8.471 -1.135 -0.176
N -9.478 -0.249 -0.531
C -9.019 1.144 -0.404
O -7.660 1.110 0.071
H 2.701 -5.344 2.996
H 3.730 -1.222 2.015
H 5.475 -2.294 0.867
H 6.054 1.195 0.697
H 6.557 -0.338 1.410
H 4.482 0.051 -1.941
H 2.382 -0.586 -1.937
H 2.065 0.822 -0.789
H 1.731 -0.435 1.123
H 1.498 -3.137 -0.562
H 0.643 -1.634 -1.205
H 0.196 -2.184 1.894
H -0.804 -1.257 0.614
H -0.283 -4.433 0.145
H -1.561 -3.944 1.412
H -1.527 -2.805 -1.606
H -2.430 -4.372 -1.232
H -2.921 -1.476 0.119
H -3.925 -2.251 -1.322
H -4.946 -4.028 0.043
H -3.754 -3.843 1.451
H -6.389 -2.901 1.586
H -4.988 -2.161 2.531
H -9.594 2.121 -0.628
C -6.834 -6.025 0.796
O -5.782 -5.673 1.531
H -6.931 -7.097 0.533
H -7.838 -5.822 1.220
H -6.933 -5.555 -0.204
Ca 0.498 0.349 2.536
B -1.633 3.120 -2.767
O -1.784 4.383 -2.029
C -1.299 4.188 -0.807
O -1.270 5.030 0.062
C -0.816 2.815 -0.686
O -0.312 2.315 0.306
O -1.003 2.172 -1.827
F -0.790 3.312 -3.911
F -2.918 2.627 -3.177
C 4.642 3.477 5.283
C 3.165 3.497 4.961
O 2.682 2.156 4.855
H 5.192 2.948 4.511
H 5.039 4.494 5.365
H 4.825 2.954 6.220
H 2.985 4.002 4.010
H 2.598 4.018 5.740
H 2.842 1.720 5.708
C 7.085 -5.537 -1.817
C 6.096 -4.466 -1.422
C 6.663 -3.241 -2.111
O 7.326 -3.701 -3.294
C 7.440 -5.130 -3.232
H 6.684 -6.550 -1.752
H 7.972 -5.478 -1.177
H 5.109 -4.702 -1.834
H 5.994 -4.339 -0.342
H 7.409 -2.741 -1.482
H 5.891 -2.516 -2.380
H 6.734 -5.553 -3.956
H 8.451 -5.431 -3.515
O -13.547 2.714 3.137
S -13.086 2.006 4.303
O -12.349 2.664 5.352
O -12.263 0.693 3.833
C -11.177 0.857 2.923
C -9.937 1.375 3.626
C -14.459 1.155 5.032
H -11.463 1.508 2.092
H -10.963 -0.129 2.501
H -10.084 2.400 3.977
H -9.079 1.370 2.949
H -9.703 0.764 4.502
H -14.991 0.611 4.252
H -15.114 1.900 5.484
H -14.086 0.473 5.797
C 7.885 1.287 -3.439
F 8.074 0.548 -2.317
F 9.004 2.031 -3.602
F 7.866 0.414 -4.475
S 6.377 2.313 -3.369
O 6.585 3.192 -2.229
O 5.291 1.353 -3.209
N 6.530 2.969 -4.799
S 5.351 3.975 -5.149
O 5.322 5.220 -4.400
O 4.048 3.379 -5.396
C 5.957 4.447 -6.806
F 6.063 3.380 -7.638
F 7.191 5.005 -6.763
F 5.155 5.339 -7.427
Mg 1.812 1.283 6.838
O 5.740 7.827 -5.412
S 7.100 8.160 -4.965
O 7.692 9.133 -5.895
O 7.927 6.946 -4.939
O 7.041 8.739 -3.615
Cl 5.698 1.247 5.386
```

Computed properties:
Charge: -1
Lowest unoccupied orbital energy, hartree: -0.1345
HOMO energy, eV: -4.38
Largest force on an atom, eV/Å: 6.82

(3)
# C23H39N2O9PPbS2Sb

C23H39N2O9PPbS2Sb as an isolated structure at a distorted geometry (ωB97M-V/def2-TZVPD, the Open Molecules 2025 dataset).

The geometry in XYZ format:
```
78
Properties=species:S:1:pos:R:3
Pb 0.961 1.047 -1.307
C 0.965 -5.000 -3.614
C -0.061 -3.901 -3.858
O 0.461 -2.880 -4.706
P 0.306 -1.290 -3.981
S -0.956 0.505 -3.027
S 1.989 -1.190 -2.798
O 0.674 -0.459 -5.372
C 2.008 -0.276 -5.832
C 1.951 0.213 -7.264
H 0.577 -5.818 -2.938
H 1.831 -4.541 -3.050
H 1.417 -5.358 -4.541
H -0.332 -3.487 -2.877
H -0.991 -4.319 -4.294
H 2.472 -1.272 -5.667
H 2.488 0.478 -5.183
H 1.492 -0.531 -7.904
H 2.939 0.509 -7.566
H 1.342 1.127 -7.285
O 2.962 2.990 2.347
C 1.911 2.806 1.728
O 1.440 1.683 1.325
C 0.967 4.009 1.517
C 1.200 5.082 2.304
C 0.285 6.178 2.340
C -0.861 6.174 1.607
C -1.083 5.083 0.759
C -0.188 3.981 0.578
O -0.308 3.152 -0.341
N -2.356 5.279 0.007
O -2.947 4.258 -0.329
O -2.775 6.418 -0.200
N 0.629 7.354 3.073
O 1.680 7.350 3.698
O -0.169 8.325 3.036
H 2.032 5.075 2.947
H -1.553 7.012 1.630
C -1.549 1.354 2.784
C -1.873 0.222 1.741
C -2.595 0.819 0.499
C -2.771 -0.842 2.361
Sb -0.095 -0.855 0.932
C 1.341 -1.311 2.580
C 1.107 -2.649 3.310
C 1.353 -0.169 3.603
C 2.661 -1.292 1.833
C -0.929 -2.810 0.344
C -1.586 -3.714 1.404
C -1.907 -2.514 -0.768
C 0.251 -3.544 -0.252
H -2.448 1.879 2.935
H -0.835 1.996 2.323
H -1.237 0.943 3.735
H -3.446 1.384 0.909
H -2.944 0.044 -0.188
H -2.018 1.538 -0.007
H -3.735 -0.426 2.699
H -2.243 -1.316 3.207
H -3.136 -1.589 1.670
H 0.206 -2.589 3.971
H 1.942 -2.903 3.978
H 1.002 -3.447 2.596
H 0.474 -0.080 4.227
H 1.536 0.760 3.054
H 2.242 -0.296 4.248
H 2.803 -2.214 1.312
H 3.438 -1.086 2.583
H 2.716 -0.473 1.124
H -2.575 -3.345 1.666
H -0.934 -3.995 2.207
H -1.718 -4.691 0.907
H -2.763 -1.952 -0.414
H -2.275 -3.436 -1.277
H -1.403 -1.914 -1.584
H 0.964 -3.879 0.520
H 0.738 -2.926 -0.972
H -0.157 -4.452 -0.762
```

Computed properties:
Relative energy (zero: lowest compared OMol25 entry of this formula, charge and spin), kcal per mole: 41.94
Multiplicity: 2
Expectation value of S²: 0.758
Charge: -2
Lowest unoccupied orbital energy (spin up / spin down), hartree: 0.1544 / 0.1544
HOMO energy (spin up / spin down), eV: -1.45 / -2.69
Largest force on an atom, eV/Å: 2.58

(4)
# C5H6BrP

C5H6BrP as an isolated structure at a distorted geometry (ωB97M-V/def2-TZVPD, the Open Molecules 2025 dataset).

The geometry in XYZ format:
```
13
Properties=species:S:1:pos:R:3
C -1.982 0.234 -0.164
C -0.959 -0.696 0.285
C -1.488 1.433 -0.482
C 0.258 -0.081 0.370
C 1.960 -1.216 0.514
P 0.238 1.626 0.279
Br 3.258 -0.047 -0.236
H -2.908 -0.047 -0.679
H -1.201 -1.708 0.281
H -2.045 2.270 -0.853
H 1.501 -2.074 -0.090
H 2.192 -1.386 1.616
H 1.176 1.690 -0.841
```

Computed properties:
Relative energy (zero: lowest compared OMol25 entry of this formula, charge and spin), kcal per mole: 57.77
Multiplicity: 3
Expectation value of S²: 2.022
Charge: 0
Lowest unoccupied orbital energy (spin up / spin down), hartree: 0.0263 / -0.0794
HOMO energy (spin up / spin down), eV: -5.53 / -9.11
Largest force on an atom, eV/Å: 6.92

Copy entry 1 word for word.
# C20H25ClN11O3PdS2

C20H25ClN11O3PdS2 as an isolated structure at a distorted geometry (ωB97M-V/def2-TZVPD, the Open Molecules 2025 dataset).

The geometry in XYZ format:
```
63
Properties=species:S:1:pos:R:3
Pd 9.849 10.743 10.205
N 9.683 14.998 11.431
C 10.532 14.011 11.113
N 9.902 13.122 10.374
C 8.628 13.620 10.264
N 8.489 14.762 10.901
C 7.594 12.899 9.539
C 6.310 13.418 9.295
N 5.409 12.681 8.699
C 5.685 11.457 8.325
C 6.968 10.930 8.539
N 7.889 11.660 9.134
H 9.849 15.842 11.963
H 11.563 13.951 11.404
H 6.033 14.419 9.592
H 4.901 10.878 7.857
H 7.209 9.915 8.247
C 13.782 6.974 11.619
C 12.489 6.890 10.926
N 11.979 5.851 10.343
N 10.798 6.216 9.838
C 10.535 7.508 10.083
S 9.188 8.412 9.615
N 11.613 7.958 10.795
N 11.747 9.262 11.244
H 14.375 6.095 11.380
H 13.637 6.995 12.700
H 14.325 7.874 11.332
H 10.224 5.535 9.351
H 11.661 9.332 12.262
H 12.643 9.652 10.948
C 11.834 14.445 6.842
N 11.448 13.209 7.501
C 12.240 12.156 7.623
N 13.442 12.126 7.071
S 11.752 10.771 8.519
H 11.007 15.147 6.892
H 12.074 14.282 5.789
H 12.700 14.881 7.344
H 10.521 13.134 7.897
H 13.769 12.851 6.451
H 14.016 11.303 7.163
C 9.823 13.646 16.427
C 8.434 13.884 15.963
C 7.737 15.018 16.320
C 6.421 15.219 15.888
Cl 5.562 16.606 16.340
C 5.802 14.256 15.058
C 6.472 13.117 14.693
C 7.788 12.891 15.149
O 8.530 11.825 14.895
C 8.114 10.725 14.131
C 8.665 10.826 12.670
O 7.871 10.723 11.731
O 9.893 11.008 12.536
H 10.334 14.585 16.619
H 10.378 13.041 15.713
H 9.799 13.088 17.367
H 8.202 15.762 16.950
H 4.792 14.419 14.717
H 5.982 12.399 14.050
H 7.032 10.594 14.098
H 8.584 9.851 14.596
```

Computed properties:
Multiplicity: 5
Expectation value of S²: 6.044
Charge: +3
Lowest unoccupied orbital energy (spin up / spin down), hartree: -0.2797 / -0.4404
HOMO energy (spin up / spin down), eV: -16.50 / -16.60
Largest force on an atom, eV/Å: 1.54